# 1
{"formula": "C17H25N2O3", "method": "ωB97M-V with the def2-TZVPD basis set", "species": ["C", "C", "O", "O", "C", "N", "C", "C", "C", "C", "C", "C", "C", "C", "C", "O", "C", "C", "N", "C", "C", "C", "H", "H", "H", "H", "H", "H", "H", "H", "H", "H", "H", "H", "H", "H", "H", "H", "H", "H", "H", "H", "H", "H", "H", "H", "H"], "xyz": [[5.849, -2.490, -0.130], [4.290, -1.983, -0.359], [3.876, -1.874, -1.646], [3.405, -1.701, 0.782], [2.906, -0.287, 0.728], [1.504, -0.298, 0.162], [0.549, -1.108, 1.064], [-0.966, -1.129, 0.358], [-2.102, -1.855, 1.331], [-3.540, -1.696, 0.551], [-4.929, -1.284, 1.340], [-6.361, -1.096, 0.508], [-6.375, -1.318, -1.128], [-4.982, -1.773, -1.931], [-3.564, -1.969, -1.096], [-1.457, 0.209, -0.005], [-0.483, 0.888, -0.877], [0.880, 1.111, 0.068], [1.840, 2.044, -0.631], [1.632, 3.360, -0.319], [2.872, 4.420, -0.689], [0.289, 4.033, 0.330], [6.058, -2.425, 1.040], [6.640, -1.837, -0.696], [6.012, -3.621, -0.423], [3.687, 0.276, 0.026], [2.928, 0.126, 1.840], [1.572, -0.723, -0.810], [0.873, -2.255, 1.102], [0.429, -0.648, 2.133], [-0.804, -1.723, -0.665], [-1.828, -2.951, 1.635], [-2.161, -1.194, 2.320], [-4.929, -1.109, 2.511], [-7.369, -0.810, 1.051], [-7.322, -1.187, -1.804], [-4.991, -1.966, -3.089], [-2.625, -2.265, -1.730], [-0.863, 1.877, -1.372], [-0.210, 0.138, -1.756], [0.619, 1.401, 1.176], [2.706, 4.686, -1.840], [3.922, 3.926, -0.542], [2.687, 5.373, -0.011], [0.321, 5.190, 0.065], [-0.728, 3.632, -0.087], [0.243, 3.886, 1.513]], "lowdin_charge": [-0.009, -0.264, -0.019, -0.092, -0.093, -0.066, -0.043, -0.283, -0.108, -0.142, -0.020, -0.053, -0.059, -0.050, -0.022, -0.163, -0.072, -0.238, 0.065, -0.260, -0.056, -0.060, 0.100, 0.108, 0.112, 0.175, 0.187, 0.192, 0.173, 0.161, 0.148, 0.132, 0.134, 0.092, 0.089, 0.082, 0.083, 0.079, 0.146, 0.152, 0.177, 0.108, 0.087, 0.092, 0.103, 0.082, 0.112], "total_charge": 1, "lumo_energy_ev": -2.84, "smiles": "CC(=O)OC[N@H+]1C[C@@H](Cc2ccccc2)OC[C@@H]1N=C(C)C", "relative_energy_kj_mol": 1362.1}

# 2
{"formula": "C17H25N3O3", "method": "ωB97M-V with the def2-TZVPD basis set", "species": ["C", "C", "C", "C", "O", "N", "C", "O", "O", "H", "H", "H", "H", "H", "H", "H", "H", "H", "H", "H", "C", "N", "C", "C", "C", "C", "C", "C", "C", "C", "N", "C", "C", "C", "H", "H", "H", "H", "H", "H", "H", "H", "H", "H", "H", "H", "H", "H"], "xyz": [[1.244, 0.579, -3.700], [-0.100, 1.140, -4.160], [-1.086, 0.054, -4.622], [-2.438, 0.201, -3.939], [-3.522, -0.268, -4.727], [-4.618, 0.533, -4.597], [-5.578, 0.189, -3.701], [-5.761, -0.864, -3.295], [-6.333, 1.234, -3.263], [1.146, -0.292, -3.059], [1.879, 0.354, -4.542], [1.754, 1.343, -3.124], [-0.545, 1.669, -3.326], [0.097, 1.835, -4.959], [-1.137, 0.040, -5.701], [-0.676, -0.904, -4.329], [-2.423, -0.406, -3.032], [-2.613, 1.223, -3.625], [-4.654, 1.392, -5.122], [-6.548, 1.827, -3.998], [-0.691, -2.130, -1.238], [-0.045, -1.649, 0.009], [1.270, -1.857, 0.183], [1.913, -1.397, 1.308], [1.199, -0.699, 2.279], [-0.166, -0.515, 2.077], [-0.765, -1.000, 0.936], [1.865, -0.146, 3.485], [1.805, 1.216, 3.767], [2.391, 1.709, 4.911], [3.021, 0.889, 5.766], [3.114, -0.426, 5.510], [2.549, -0.966, 4.379], [3.613, 1.422, 7.019], [-0.520, -3.201, -1.314], [-0.241, -1.602, -2.075], [-1.756, -1.927, -1.200], [1.791, -2.390, -0.601], [2.976, -1.570, 1.408], [-0.776, 0.000, 2.807], [-1.821, -0.874, 0.747], [1.306, 1.905, 3.099], [2.360, 2.759, 5.161], [3.640, -1.031, 6.237], [2.629, -2.033, 4.215], [4.670, 1.169, 7.037], [3.093, 0.967, 7.859], [3.489, 2.499, 7.047]], "lowdin_charge": [-0.103, -0.238, -0.164, -0.192, -0.065, 0.038, -0.651, 0.190, 0.110, 0.035, 0.080, 0.069, 0.094, 0.111, 0.123, 0.090, 0.103, 0.121, 0.162, 0.116, 0.060, -0.061, 0.026, 0.060, -0.127, 0.059, 0.036, -0.125, 0.059, 0.032, -0.071, 0.026, 0.061, 0.058, 0.123, 0.080, 0.105, 0.163, 0.145, 0.146, 0.159, 0.146, 0.157, 0.162, 0.146, 0.118, 0.120, 0.108], "total_charge": 2, "lumo_energy_ev": -7.82, "relative_energy_kj_mol": 145.8}

# 3
{"formula": "C17H25N3O4", "method": "ωB97M-V with the def2-TZVPD basis set", "species": ["C", "O", "C", "O", "C", "C", "C", "C", "N", "C", "O", "C", "C", "C", "N", "N", "C", "C", "C", "C", "C", "C", "C", "O", "H", "H", "H", "H", "H", "H", "H", "H", "H", "H", "H", "H", "H", "H", "H", "H", "H", "H", "H", "H", "H", "H", "H", "H", "H"], "xyz": [[6.668, 0.725, 3.543], [5.572, -0.177, 3.456], [5.114, -0.421, 2.233], [5.634, -0.051, 1.214], [3.887, -1.330, 2.273], [4.130, -2.676, 1.589], [2.761, -3.010, 1.000], [2.264, -1.652, 0.513], [2.815, -0.728, 1.490], [2.613, 0.596, 1.590], [3.265, 1.283, 2.358], [1.488, 1.160, 0.739], [0.122, 0.839, 1.390], [-0.859, 0.407, 0.369], [-0.948, -0.763, -0.173], [-1.946, -0.708, -1.082], [-2.420, 0.493, -1.054], [-3.550, 1.042, -1.840], [-3.593, 0.406, -3.231], [-4.781, 0.939, -4.024], [-6.086, 0.671, -3.282], [-6.047, 1.307, -1.896], [-4.866, 0.770, -1.095], [-1.770, 1.261, -0.146], [6.335, 1.727, 3.268], [7.469, 0.416, 2.869], [7.001, 0.703, 4.577], [3.573, -1.441, 3.318], [4.860, -2.540, 0.789], [4.496, -3.429, 2.283], [2.101, -3.394, 1.779], [2.816, -3.741, 0.197], [2.675, -1.432, -0.480], [1.175, -1.594, 0.466], [1.627, 2.238, 0.668], [1.541, 0.732, -0.262], [-0.264, 1.715, 1.911], [0.237, 0.028, 2.112], [-3.409, 2.125, -1.925], [-3.670, -0.675, -3.114], [-2.661, 0.617, -3.759], [-4.806, 0.464, -5.006], [-4.665, 2.015, -4.176], [-6.927, 1.071, -3.850], [-6.230, -0.407, -3.181], [-6.975, 1.095, -1.361], [-5.957, 2.391, -1.995], [-4.836, 1.240, -0.109], [-4.972, -0.307, -0.955]], "lowdin_charge": [-0.039, -0.029, -0.498, 0.124, -0.168, -0.110, -0.144, -0.131, 0.000, -0.453, 0.086, -0.062, -0.076, -0.345, 0.093, 0.114, -0.314, -0.250, -0.163, -0.200, -0.209, -0.202, -0.152, 0.155, 0.102, 0.094, 0.092, 0.164, 0.124, 0.121, 0.117, 0.114, 0.136, 0.093, 0.125, 0.117, 0.128, 0.130, 0.158, 0.119, 0.120, 0.110, 0.114, 0.108, 0.115, 0.110, 0.115, 0.120, 0.127], "total_charge": 0, "lumo_energy_ev": 0.78, "smiles": "COC(=O)[C@@H]1CCCN1C(=O)CCc1nnc(C2CCCCC2)o1", "relative_energy_kj_mol": 79.7}

# 4
{"formula": "C17H25N4O3", "method": "ωB97M-V with the def2-TZVPD basis set", "species": ["C", "C", "O", "C", "C", "N", "C", "N", "C", "C", "O", "C", "C", "C", "C", "C", "C", "C", "C", "C", "O", "N", "N", "C", "H", "H", "H", "H", "H", "H", "H", "H", "H", "H", "H", "H", "H", "H", "H", "H", "H", "H", "H", "H", "H", "H", "H", "H", "H"], "xyz": [[4.746, -1.195, 1.778], [4.004, -1.793, 0.428], [4.107, -0.927, -0.756], [3.303, 0.299, -0.628], [1.821, 0.237, -1.328], [0.569, 0.010, -0.458], [-0.630, 0.054, -1.380], [-1.991, -0.058, -1.093], [-2.499, -0.250, 0.320], [-1.830, -1.520, 1.123], [-1.810, -2.789, 0.675], [-1.099, -1.160, 2.574], [-1.990, -0.547, 3.806], [-1.265, -0.142, 5.245], [0.371, -0.387, 5.371], [1.290, -1.010, 4.150], [0.515, -1.384, 2.753], [-3.048, 0.062, -2.201], [-3.286, 1.696, -2.449], [-4.864, 2.110, -2.608], [-2.729, 2.525, -1.353], [0.019, 0.293, -2.755], [1.411, 0.410, -2.774], [2.323, 0.690, -3.981], [5.721, -0.620, 1.476], [4.916, -1.990, 2.625], [3.996, -0.389, 2.241], [4.597, -2.793, 0.158], [2.898, -2.140, 0.647], [3.907, 1.153, -1.202], [3.159, 0.688, 0.466], [-3.677, -0.424, 0.285], [-2.339, 0.772, 0.912], [-3.151, -0.370, 3.697], [-1.879, 0.305, 6.138], [0.882, -0.089, 6.398], [2.465, -1.178, 4.235], [1.104, -1.833, 1.847], [-4.101, -0.358, -1.855], [-2.700, -0.461, -3.192], [-2.704, 1.956, -3.449], [-5.165, 2.731, -1.640], [-5.598, 1.194, -2.732], [-4.966, 2.880, -3.508], [-1.892, 2.989, -1.710], [-0.624, 0.383, -3.579], [1.709, 1.206, -4.836], [3.131, 1.461, -3.588], [2.871, -0.296, -4.295]], "lowdin_charge": [-0.098, -0.235, -0.196, -0.120, -0.007, 0.149, -0.113, -0.088, -0.066, -0.203, -0.017, -0.098, -0.020, -0.041, -0.054, -0.052, -0.019, -0.066, -0.349, -0.067, -0.111, 0.078, -0.112, 0.004, 0.095, 0.095, 0.065, 0.144, 0.111, 0.150, 0.140, 0.160, 0.156, 0.095, 0.089, 0.090, 0.087, 0.064, 0.143, 0.138, 0.139, 0.106, 0.092, 0.100, 0.131, 0.154, 0.116, 0.117, 0.123], "total_charge": 1, "lumo_energy_ev": -3.52, "smiles": "CCOCc1nc(N(CC(=O)c2ccccc2)C[C@@H](C)O)[nH][n+]1C"}

| no. | energy (eV) |
| --- | --- |
| 1 | -27136.1300 |
| 2 | -28630.1630 |
| 3 | -30695.8468 |
| 4 | -30114.0974 |